{"formula": "CH3O4", "method": "ωB97M-V/def2-TZVPD", "homo_energy_ev": -16.8688, "homo_lumo_gap_ev": 9.65, "e_tot_ev": -9258.628, "total_charge": 1, "relative_energy_ev": 6.1938, "symbols": ["O", "O", "O", "O", "C", "H", "H", "H"], "coordinates": [[-2.45, 1.27, 1.79], [0.33, -0.59, -0.27], [-1.31, 1.21, 1.22], [-3.42, 1.50, 1.06], [-0.55, -0.04, -0.93], [-1.61, -0.41, -1.00], [-0.28, 0.86, -1.31], [0.14, -1.50, 0.03]], "lowdin_charge": [-0.035, 0.242, 0.005, 0.131, 0.174, 0.171, 0.112, 0.201]}

{"formula": "C2H8O2Si", "method": "ωB97M-V/def2-TZVPD", "smiles": "CCOO[SiH3]", "homo_energy_ev": -9.8123, "homo_lumo_gap_ev": 10.77, "e_tot_ev": -14172.621, "relative_energy_ev": 6.8458, "symbols": ["Si", "O", "O", "C", "C", "H", "H", "H", "H", "H", "H", "H", "H"], "coordinates": [[2.59, 0.04, -0.01], [0.08, -0.82, 0.51], [1.00, 0.17, -0.11], [-1.17, -0.18, 0.72], [-1.98, 0.00, -0.69], [2.83, -0.28, 1.35], [-1.53, 0.71, -1.34], [-2.16, -0.87, -1.25], [-1.78, -0.85, 1.41], [3.24, -0.82, -1.11], [-2.93, 0.49, -0.45], [-0.85, 0.83, 1.30], [2.66, 1.57, -0.33]], "lowdin_charge": [0.565, -0.190, -0.399, -0.216, -0.060, -0.070, 0.045, 0.048, 0.128, -0.055, 0.065, 0.156, -0.018]}

{"formula": "C32H64Br2InO14", "method": "ωB97M-V/def2-TZVPD", "homo_energy_ev": -4.3317, "homo_lumo_gap_ev": 5.98, "e_tot_ev": -208144.419, "total_charge": -1, "symbols": ["In", "Br", "Br", "O", "O", "O", "O", "O", "O", "O", "O", "O", "O", "O", "O", "O", "O", "C", "C", "C", "C", "C", "C", "C", "C", "C", "C", "C", "C", "C", "C", "C", "C", "C", "C", "C", "C", "C", "C", "C", "C", "C", "C", "C", "C", "C", "C", "C", "C", "H", "H", "H", "H", "H", "H", "H", "H", "H", "H", "H", "H", "H", "H", "H", "H", "H", "H", "H", "H", "H", "H", "H", "H", "H", "H", "H", "H", "H", "H", "H", "H", "H", "H", "H", "H", "H", "H", "H", "H", "H", "H", "H", "H", "H", "H", "H", "H", "H", "H", "H", "H", "H", "H", "H", "H", "H", "H", "H", "H", "H", "H", "H", "H"], "coordinates": [[1.36, 1.78, 2.09], [2.66, -0.38, -0.34], [2.13, -1.17, 4.23], [-0.37, 4.80, 0.37], [-2.25, 0.81, -3.06], [-3.54, 2.50, -3.61], [-0.41, -9.71, -2.10], [5.14, -5.00, 1.48], [-1.72, 8.61, -3.55], [7.07, -4.75, 5.94], [3.77, -6.26, 0.31], [-0.65, -8.49, -0.28], [-6.58, 6.67, -1.08], [7.57, -5.84, 4.10], [-1.17, 6.63, -2.76], [-0.85, 5.78, 2.28], [-4.69, 6.94, 0.02], [7.01, -4.91, 4.60], [-1.69, 9.61, -4.57], [-1.33, 6.89, 3.03], [-0.95, 0.18, -1.10], [-7.35, 6.05, -2.11], [5.10, -3.68, 6.90], [-2.82, 6.77, 3.31], [-4.80, 4.98, -1.29], [-5.33, 6.28, -0.75], [-2.88, 9.48, -5.51], [6.15, -3.96, 3.80], [4.65, -6.08, 1.31], [2.62, -1.11, 1.46], [6.59, -3.59, 6.62], [2.07, -7.94, 0.77], [-1.79, 6.69, 0.18], [4.94, -7.23, 2.25], [-1.65, -11.46, -3.24], [-2.52, 2.12, -3.09], [-8.07, 4.83, -1.60], [-0.93, 5.70, 0.93], [-0.89, 6.87, -5.09], [-1.24, 7.36, -3.71], [2.14, -0.36, 2.43], [-1.59, 3.08, -2.38], [-1.27, -10.75, -0.03], [3.25, -7.53, -0.08], [-0.73, -9.57, -0.80], [2.92, 2.86, 0.86], [3.18, -2.51, 1.67], [-0.30, -10.97, -2.76], [-0.98, 0.29, -2.61], [-1.06, 1.14, -0.62], [1.29, -7.19, 0.73], [-8.08, 6.80, -2.42], [2.35, -8.06, 1.82], [-0.16, 0.89, -3.00], [-1.97, 3.28, -1.38], [-3.73, 5.09, -1.47], [2.92, -7.42, -1.12], [-0.74, 9.59, -5.10], [-8.70, 5.08, -0.74], [4.30, -7.12, 3.14], [-0.04, 6.20, -5.01], [7.13, -3.55, 7.57], [-2.88, 8.52, -6.03], [3.79, -2.78, 0.80], [4.79, -8.21, 1.82], [-0.79, 6.86, 3.97], [6.63, -3.81, 2.83], [-7.38, 4.06, -1.26], [-1.07, 7.83, 2.54], [-3.81, 9.52, -4.94], [-1.75, 10.56, -4.05], [3.81, -2.47, 2.57], [5.18, -4.41, 3.64], [-3.40, 6.77, 2.38], [1.39, 2.59, 3.70], [-1.91, 7.64, 0.69], [1.66, -8.89, 0.43], [-0.88, -0.69, -3.06], [0.35, -10.80, -3.62], [-8.70, 4.40, -2.38], [4.04, -8.29, -0.09], [-1.32, 6.91, -0.78], [-2.34, -11.63, -2.41], [3.85, 2.26, 0.95], [6.04, -2.98, 4.25], [4.76, -2.82, 7.47], [-1.56, 4.00, -2.95], [4.88, -4.59, 7.47], [-6.74, 5.84, -2.99], [-5.24, 4.67, -2.24], [-2.88, 10.28, -6.25], [-0.91, -10.68, 1.00], [-2.76, 6.25, 0.01], [-4.96, 4.19, -0.55], [6.85, -2.68, 6.08], [-0.56, 2.72, -2.31], [-2.11, -10.72, -3.89], [-1.78, -0.45, -0.76], [0.21, -11.70, -2.12], [-0.27, 1.80, 1.39], [-2.36, -10.72, -0.04], [3.12, 3.86, 1.26], [5.98, -7.17, 2.55], [-0.93, -11.72, -0.41], [-3.16, 7.60, 3.93], [-0.61, 7.66, -5.79], [-1.55, -12.40, -3.79], [4.53, -3.74, 5.98], [-3.03, 5.83, 3.82], [2.40, -3.27, 1.79], [-1.74, 6.32, -5.50], [2.64, 2.87, -0.20], [-0.01, -0.26, -0.76]], "lowdin_charge": [0.345, 0.696, 0.519, 0.089, -0.001, 0.063, 0.001, 0.082, 0.007, -0.007, 0.009, 0.102, -0.002, 0.086, 0.104, 0.000, 0.087, -0.514, -0.238, -0.245, -0.089, -0.240, -0.064, -0.064, 0.027, -0.499, -0.067, 0.001, -0.501, -0.851, -0.237, -0.065, 0.011, 0.019, -0.067, -0.528, -0.066, -0.498, 0.017, -0.502, -0.757, 0.017, 0.014, -0.228, -0.531, -0.324, -0.204, -0.238, -0.228, 0.024, 0.084, 0.118, 0.071, 0.113, 0.091, 0.073, 0.124, 0.113, 0.082, 0.100, 0.095, 0.117, 0.067, 0.048, 0.066, 0.119, 0.090, 0.070, 0.110, 0.083, 0.122, 0.016, 0.081, 0.056, -0.119, 0.075, 0.063, 0.118, 0.122, 0.080, 0.111, 0.061, 0.066, -0.054, 0.076, 0.083, 0.073, 0.080, 0.115, 0.071, 0.079, 0.092, 0.046, 0.111, 0.115, 0.079, 0.085, 0.087, 0.113, -0.097, 0.097, -0.046, 0.080, 0.067, 0.075, 0.067, 0.080, 0.065, 0.083, 0.078, 0.099, -0.055, 0.005]}

{"formula": "C40H88AlF7N3O8S", "method": "ωB97M-V/def2-TZVPD", "homo_energy_ev": -4.8672, "homo_lumo_gap_ev": 6.36, "e_tot_ev": -100201.173, "total_charge": -1, "symbols": ["S", "Al", "F", "F", "F", "F", "F", "F", "F", "O", "O", "O", "O", "O", "O", "O", "O", "N", "N", "N", "C", "C", "C", "C", "C", "C", "C", "C", "C", "C", "C", "C", "C", "C", "C", "C", "C", "C", "C", "C", "C", "C", "C", "C", "C", "C", "C", "C", "C", "C", "C", "C", "C", "C", "C", "C", "C", "C", "C", "C", "H", "H", "H", "H", "H", "H", "H", "H", "H", "H", "H", "H", "H", "H", "H", "H", "H", "H", "H", "H", "H", "H", "H", "H", "H", "H", "H", "H", "H", "H", "H", "H", "H", "H", "H", "H", "H", "H", "H", "H", "H", "H", "H", "H", "H", "H", "H", "H", "H", "H", "H", "H", "H", "H", "H", "H", "H", "H", "H", "H", "H", "H", "H", "H", "H", "H", "H", "H", "H", "H", "H", "H", "H", "H", "H", "H", "H", "H", "H", "H", "H", "H", "H", "H", "H", "H", "H", "H"], "coordinates": [[7.83, 3.39, -1.46], [-1.84, 4.01, -0.20], [-4.84, 3.92, -0.28], [-4.71, 5.52, -2.74], [-4.72, 7.85, -2.24], [-2.66, 6.74, -2.70], [-2.86, 7.31, 0.20], [-5.20, 6.88, 0.15], [-3.84, 4.91, 1.65], [-3.01, 0.24, 3.58], [8.98, 0.07, -2.68], [-8.40, 3.46, 1.26], [10.30, -5.06, -4.31], [-3.60, -0.75, -1.02], [-6.07, -9.81, 3.93], [-4.10, -5.91, 0.94], [10.03, 5.12, -1.57], [-1.94, 3.13, -1.90], [11.94, 3.65, -1.16], [10.85, 2.75, -1.13], [-4.36, 0.69, 3.54], [-5.30, -7.94, 1.38], [-4.49, -1.26, -0.04], [-4.47, -2.78, -0.08], [-5.71, -10.97, 6.01], [-5.89, -0.72, -0.31], [9.68, 3.69, -1.37], [-1.14, 1.02, -3.08], [9.08, -5.74, -4.57], [5.44, 5.07, -1.00], [3.13, 1.61, 1.07], [-5.32, -6.59, 0.68], [-8.60, 4.18, -1.03], [2.14, 5.33, 0.64], [4.81, 5.59, 0.44], [11.24, -0.72, -2.49], [9.78, -1.11, -2.59], [11.50, 5.09, -1.44], [-3.96, 6.56, -2.01], [-5.50, -6.75, -0.82], [2.43, 1.71, 2.55], [-2.03, 1.62, -1.79], [-3.88, 6.38, -0.39], [9.52, -1.99, -3.79], [-0.05, 1.98, 1.37], [1.15, 4.82, -0.58], [-5.22, -0.23, 4.38], [9.10, -7.10, -3.87], [-4.42, 2.13, 4.06], [-8.56, 5.83, 0.86], [-0.36, 5.44, -0.35], [3.36, 6.30, 0.12], [-5.63, -11.05, 4.49], [8.90, -5.90, -6.07], [-9.00, 4.44, 0.41], [-4.22, -11.35, 4.02], [7.08, 5.00, -0.79], [-1.48, 2.80, 1.41], [0.99, 2.51, 2.57], [-3.74, 4.83, 0.14], [11.55, -0.15, -3.38], [-4.05, 2.19, 5.08], [-4.15, -0.91, 0.94], [-4.18, -11.39, 2.93], [3.25, 6.64, -1.00], [-1.46, 3.49, 2.38], [-3.90, -1.05, -1.90], [-6.13, -5.98, 1.09], [1.18, 3.66, -0.77], [-6.27, 0.08, 4.37], [2.60, 2.32, 0.30], [-7.43, 3.54, 1.17], [-2.41, 2.08, 1.57], [-7.51, 4.22, -1.15], [10.10, -2.92, -3.74], [-7.47, 5.93, 0.80], [-5.15, -7.82, 2.46], [9.72, -6.47, -6.51], [-6.25, -1.03, -1.30], [-6.60, -1.09, 0.44], [-5.07, -10.16, 6.39], [-3.79, 2.78, 3.45], [5.53, 6.38, 0.97], [-8.84, 6.00, 1.91], [11.42, -0.07, -1.63], [4.29, 1.91, 1.12], [11.03, -5.60, -4.67], [3.30, 7.29, 0.79], [8.90, -4.92, -6.56], [-9.06, 4.90, -1.71], [-4.47, -8.56, 1.02], [3.18, 2.27, 3.28], [1.60, 5.32, -1.57], [7.54, 5.94, -1.32], [9.24, 0.54, -3.49], [8.17, -7.64, -4.04], [-5.50, -5.77, -1.31], [2.25, 0.60, 2.92], [-5.13, -3.20, 0.68], [-1.56, 0.01, -3.48], [-4.68, -7.32, -1.26], [-4.69, 0.66, 2.50], [1.53, 5.91, 1.46], [9.93, -7.71, -4.23], [9.48, -1.64, -1.67], [-6.73, -10.74, 6.33], [-2.71, 0.26, 4.50], [8.45, -2.26, -3.85], [-4.77, -3.15, -1.06], [-5.40, -11.91, 6.47], [-0.42, 6.23, 0.53], [-4.88, -0.25, 5.42], [-3.86, -12.30, 4.43], [11.88, -1.60, -2.41], [-8.91, 3.17, -1.33], [0.45, 2.18, 3.58], [-0.01, 0.83, -2.74], [5.05, 4.02, -1.34], [-6.23, -8.49, 1.21], [1.07, 3.67, 2.62], [-1.54, 1.15, -0.84], [-9.01, 6.61, 0.24], [5.25, 5.93, -1.79], [-5.47, -9.11, 4.25], [-5.45, 2.51, 4.03], [9.25, -6.97, -2.80], [9.76, -1.47, -4.72], [-6.44, -7.25, -1.05], [0.45, 1.92, 0.32], [8.27, -5.13, -4.16], [-1.07, 1.79, -3.97], [-3.10, 1.18, -1.93], [-1.19, 3.45, -2.56], [-3.53, -10.56, 4.34], [3.03, 0.48, 0.71], [-6.31, -11.83, 4.13], [-10.08, 4.35, 0.52], [4.73, 4.66, 1.16], [-0.60, 6.06, -1.34], [7.41, 5.04, 0.35], [-3.37, -6.44, 0.58], [7.96, -6.41, -6.31], [2.57, 4.36, 1.17], [-0.31, 0.86, 1.67], [-3.45, -3.15, 0.10], [12.16, 6.07, -1.52], [-5.16, -1.26, 4.01], [-5.90, 0.37, -0.29]], "lowdin_charge": [0.849, 0.291, -0.070, 0.045, -0.003, 0.032, 0.007, -0.029, -0.088, -0.067, -0.081, -0.065, -0.079, -0.078, -0.071, -0.064, -0.135, -0.110, -0.058, 0.001, -0.507, -0.069, -0.484, -0.067, -0.069, -0.059, -0.446, -0.138, -0.500, -0.234, -0.159, -0.500, -0.061, -0.210, -0.214, -0.070, -0.497, -0.059, -0.149, -0.063, -0.265, -0.331, -0.121, -0.067, -0.261, -0.241, -0.068, -0.067, -0.053, -0.061, -0.240, -0.202, -0.502, -0.064, -0.503, -0.067, -0.485, -0.241, -0.221, -0.194, 0.080, 0.081, 0.128, 0.079, 0.106, 0.071, 0.095, 0.140, 0.074, 0.079, 0.046, 0.086, 0.060, 0.074, 0.055, 0.068, 0.065, 0.080, 0.079, 0.078, 0.082, 0.060, 0.114, 0.078, 0.065, 0.073, 0.097, 0.109, 0.081, 0.078, 0.084, 0.096, 0.097, 0.088, 0.089, 0.080, 0.071, 0.107, 0.075, 0.052, 0.082, 0.125, 0.104, 0.080, 0.141, 0.080, 0.091, 0.080, 0.075, 0.079, 0.058, 0.077, 0.078, 0.077, 0.077, 0.110, 0.071, 0.114, 0.085, 0.092, 0.087, 0.079, 0.116, 0.082, 0.082, 0.082, 0.083, 0.080, 0.072, 0.139, 0.064, 0.089, 0.032, 0.083, 0.084, 0.139, 0.133, 0.107, 0.051, 0.094, 0.095, 0.081, 0.068, 0.113, 0.082, 0.134, 0.074, 0.080]}

{"formula": "CH2IP", "method": "ωB97M-V/def2-TZVPD", "smiles": "[H]/P=C/I", "homo_energy_ev": -9.1555, "homo_lumo_gap_ev": 8.21, "e_tot_ev": -18455.954, "relative_energy_ev": 1.9844, "symbols": ["I", "P", "C", "H", "H"], "coordinates": [[1.46, 0.37, -2.05], [-0.34, -1.26, 0.42], [0.06, 0.28, 0.13], [-0.05, 1.39, 0.01], [-1.14, -0.78, 1.48]], "lowdin_charge": [0.194, 0.720, -0.742, -0.042, -0.130]}

{"formula": "C4H9N4OSi", "method": "ωB97M-V/def2-TZVPD", "multiplicity": 3, "homo_energy_ev": [-0.2729, -4.3609], "homo_lumo_gap_ev": [3.98, 6.74], "e_tot_ev": -20176.251, "total_charge": -1, "relative_energy_ev": 0.8304, "symbols": ["Si", "O", "N", "N", "N", "N", "C", "C", "C", "C", "H", "H", "H", "H", "H", "H", "H", "H", "H"], "coordinates": [[-0.37, -0.03, -0.15], [2.08, -2.01, 0.06], [1.71, 1.36, -0.57], [2.73, 1.24, 0.11], [1.19, 0.13, -0.82], [3.04, -0.03, 0.47], [-0.99, -1.82, -0.40], [-0.35, 0.63, 1.66], [-1.61, 1.23, -1.05], [2.10, -0.81, -0.03], [0.17, 1.60, 1.84], [0.29, -0.12, 2.26], [-1.43, -2.16, -1.39], [0.06, -2.33, -0.35], [-1.43, 2.26, -0.75], [-1.79, -2.09, 0.26], [-2.68, 1.18, -0.95], [-1.32, 1.16, -2.11], [-1.41, 0.61, 1.93]], "lowdin_charge": [0.479, 0.026, -0.142, -0.210, -0.130, 0.067, -0.182, -0.190, -0.195, -0.658, 0.028, 0.038, 0.034, 0.035, -0.001, -0.006, -0.008, 0.011, 0.006]}